C5H8N2 | ωB97M-V with the def2-TZVPD basis set

## Properties
Relative energy (zero: lowest compared OMol25 entry of this formula, charge and spin): 111.7 kcal per mole
E_HOMO (alpha / beta): -8.22 / -8.22 eV
Frontier orbital gap (alpha / beta): 7.860 / 7.862 eV

```
15
Properties=species:S:1:pos:R:3:lowdin_charge:R:1
C -1.61598 0.13005 -0.76616 -0.075
C -0.71143 -0.40971 0.31261 -0.180
C 0.60781 -1.09093 -0.09469 -0.229
N 1.40775 -0.59619 1.01229 -0.088
C 0.88028 0.74848 1.15353 -0.131
C 1.10365 1.67594 0.07552 -0.291
N 1.40895 2.54567 -0.63795 0.136
H -1.08150 0.82981 -1.41678 0.077
H -1.96876 -0.70165 -1.39724 0.095
H -2.49874 0.63098 -0.35714 0.083
H -1.24313 -0.99361 1.08091 0.138
H 0.92478 -0.71305 -1.08389 0.120
H 0.55238 -2.18723 -0.12997 0.115
H 2.41551 -0.60019 0.89719 0.115
H -0.34479 0.56700 1.27892 0.115
```